Below is 8 unconnected molecules or ions with the total composition C19H58N5O7, with properties calculated with ωB97M-V/def2-TZVPD.

Results
net charge	-1

Last column: Löwdin charge in e.
CARTESIAN COORDINATES (ANGSTROEM)
N1 0.469 1.015 0.234  0.2685
H1 -0.133 0.684 0.975  0.0245
H2 1.326 0.485 0.298  0.0335
H3 0.696 1.984 0.408  0.0586
H4 0.040 0.964 -0.679  0.0579
C1 2.065 3.924 1.118  -0.4261
O1 0.684 3.978 0.951  -0.4445
H5 2.533 3.032 0.700  0.0051
H6 2.414 4.787 0.551  0.0370
H7 2.322 4.037 2.171  0.0263
C2 0.787 1.341 -3.927  -0.1296
C3 -0.630 1.276 -3.340  -0.4621
O2 -0.772 2.033 -2.135  -0.3531
H8 0.842 0.696 -4.804  0.0469
H9 1.664 1.126 -3.317  0.0300
H10 1.082 2.298 -4.356  0.0562
H11 -0.870 0.223 -3.196  0.0559
H12 -1.307 1.567 -4.144  0.0735
O3 -1.842 -0.368 -0.442  -0.0643
H13 -2.679 -0.831 -0.474  0.0535
H14 -1.885 0.256 -1.166  0.0078
C4 -1.567 -4.605 -0.359  -0.0594
C5 -0.308 -3.779 -0.668  -0.4086
C6 -0.250 -3.356 -2.151  -0.1777
O4 0.175 -4.535 -2.875  -0.1945
C7 0.187 -4.358 -4.281  -0.1201
N2 -0.169 -2.644 0.261  0.0465
H15 -2.508 -4.056 -0.339  0.0705
H16 -1.495 -5.112 0.604  0.0695
H17 -1.713 -5.372 -1.120  0.0716
H18 0.578 -4.360 -0.412  0.1307
H19 0.408 -2.512 -2.356  0.1015
H20 -1.219 -2.994 -2.494  0.1233
H21 0.844 -3.514 -4.487  0.0772
H22 -0.740 -4.041 -4.760  0.0833
H23 0.647 -5.218 -4.768  0.0837
H24 -0.885 -1.998 -0.038  0.0220
H25 0.671 -2.098 0.130  0.0301
C8 -4.289 3.128 1.503  -0.0678
C9 -3.591 2.528 0.249  -0.4679
C10 -4.590 2.212 -0.852  -0.1767
O5 -3.948 1.494 -1.923  -0.2055
C11 -4.753 1.343 -3.096  -0.1128
N3 -2.542 3.412 -0.129  0.0742
H26 -4.808 2.349 2.062  0.0552
H27 -5.012 3.925 1.328  0.0646
H28 -3.667 3.556 2.289  0.0659
H29 -3.071 1.604 0.502  0.1028
H30 -4.885 3.170 -1.280  0.1230
H31 -5.455 1.614 -0.566  0.1193
H32 -4.167 0.799 -3.837  0.0787
H33 -5.001 2.276 -3.601  0.0816
H34 -5.671 0.772 -2.959  0.0725
H35 -2.132 2.845 -0.857  0.0220
H36 -1.848 3.491 0.600  0.0548
C12 2.831 -1.270 -1.552  -0.0447
C13 3.805 -0.629 -0.524  -0.3853
C14 4.635 0.563 -1.113  -0.2196
O6 5.930 0.237 -1.422  -0.1681
C15 6.773 0.210 -0.222  -0.0731
N4 2.948 -0.238 0.569  0.0227
H37 2.253 -2.089 -1.125  0.0522
H38 3.377 -1.628 -2.425  0.0875
H39 2.191 -0.478 -1.940  0.0624
H40 4.497 -1.411 -0.213  0.1222
H41 4.545 1.550 -0.659  0.1271
H42 4.169 0.770 -2.076  0.1193
H43 7.770 -0.213 -0.343  0.0795
H44 6.344 -0.463 0.521  0.0696
H45 6.889 1.184 0.254  0.0856
H46 3.502 0.283 1.233  0.0883
H47 2.784 -1.133 1.008  0.0864
C16 1.196 0.202 3.461  -0.0656
C17 -0.110 -0.488 3.152  -0.3749
C18 -0.750 -1.096 4.415  -0.1755
O7 -0.945 -0.173 5.495  -0.2127
C19 -0.917 -0.703 6.794  -0.1239
N5 -0.968 0.568 2.504  0.0501
H48 1.561 0.841 2.657  0.0639
H49 1.919 -0.506 3.865  0.0805
H50 1.118 0.894 4.300  0.0831
H51 -0.017 -1.300 2.431  0.1078
H52 -0.182 -1.927 4.831  0.1175
H53 -1.779 -1.385 4.201  0.1209
H54 -1.682 -1.449 7.012  0.0838
H55 -1.063 0.155 7.449  0.0867
H56 0.096 -1.058 6.980  0.0839
H57 -1.927 0.304 2.679  0.0818
H58 -0.825 1.402 3.056  0.0917

Forces on atoms 1 to 6 (eV/Å):
N 0.718 -0.424 -0.114
H -1.066 0.173 0.401
H 0.667 -0.220 -0.331
H -0.272 1.887 0.265
H -0.616 0.639 -1.203
C -2.610 1.274 -0.467


Below is 11 unconnected molecules or ions with the total composition C19H60N2O11, with properties calculated with ωB97M-V/def2-TZVPD.

Results
ΔE to the lowest compared entry with this formula, charge and spin	0.4629	eV
SMILES	NC(N)=O.CCO.CCO.CCO.CCO.CCO.CCO.CCO.CCO.CO.CO

Last column: Löwdin charge in e.
CARTESIAN COORDINATES (ANGSTROEM)
N1 -1.913 1.615 -2.132  0.1504
C1 -3.099 2.023 -2.550  -0.6072
N2 -3.246 1.984 -3.854  0.1557
O1 -4.052 2.423 -1.651  -0.0988
H1 -1.071 1.522 -2.702  0.0784
H2 -1.779 1.781 -1.128  0.0827
H3 -4.224 1.981 -4.076  0.1106
H4 -2.526 1.585 -4.550  0.1654
C2 -0.061 -0.147 5.268  -0.0831
C3 0.651 1.047 4.704  -0.3596
O2 -0.063 2.244 4.868  -0.0674
H5 0.530 -1.119 5.364  0.0930
H6 -0.993 -0.398 4.631  0.0964
H7 -0.442 0.179 6.259  0.0825
H8 0.965 1.034 3.643  0.0843
H9 1.451 1.235 5.408  0.1016
H10 0.438 3.003 4.661  0.0627
C4 1.450 2.452 1.375  -0.0430
C5 2.063 1.782 0.158  -0.3189
O3 2.992 0.808 0.464  -0.0455
H11 2.066 2.236 2.223  0.0446
H12 0.478 2.012 1.658  0.0482
H13 1.242 3.553 1.134  0.1184
H14 2.516 2.523 -0.445  0.0908
H15 1.284 1.328 -0.463  0.0992
H16 3.252 0.476 -0.357  0.0395
C6 -0.174 -0.762 1.327  -0.0437
C7 -0.658 -0.940 -0.149  -0.2323
O4 -2.089 -1.187 -0.288  -0.0648
H17 -0.778 -0.006 1.798  0.0503
H18 0.874 -0.450 1.405  0.0520
H19 -0.266 -1.750 1.742  0.0782
H20 -0.068 -1.785 -0.489  0.0885
H21 -0.393 -0.087 -0.844  0.0972
H22 -2.256 -1.427 -1.164  0.0130
C8 -3.378 3.774 1.232  -0.0830
C9 -2.128 3.026 1.577  -0.2633
O5 -1.917 1.943 0.652  -0.1409
H23 -3.221 4.413 0.419  0.0505
H24 -3.784 4.450 2.004  0.0854
H25 -4.189 3.184 0.816  0.0569
H26 -1.931 2.541 2.588  0.1304
H27 -1.252 3.717 1.428  0.1072
H28 -2.362 1.136 0.946  0.0488
C10 2.757 -3.606 -4.733  -0.0805
C11 1.496 -3.283 -3.961  -0.2651
O6 1.580 -1.955 -3.375  -0.0979
H29 3.379 -2.826 -5.101  0.0613
H30 2.602 -4.255 -5.578  0.0674
H31 3.384 -4.079 -3.941  0.0798
H32 1.410 -3.953 -3.123  0.1007
H33 0.654 -3.413 -4.645  0.1063
H34 1.808 -2.069 -2.474  0.0014
C12 2.634 -3.693 0.130  -0.0394
C13 3.511 -2.586 -0.414  -0.2484
O7 2.552 -1.621 -0.855  -0.1021
H35 1.886 -3.180 0.726  0.0740
H36 3.130 -4.398 0.769  0.0785
H37 2.148 -4.189 -0.671  0.0584
H38 4.077 -2.874 -1.264  0.1024
H39 4.202 -2.139 0.262  0.0959
H40 3.052 -0.893 -1.177  0.0568
C14 -5.941 -0.701 0.540  -0.0686
C15 -4.780 0.247 0.813  -0.3500
O8 -3.836 -0.392 1.582  -0.0848
H41 -6.788 -0.162 0.260  0.0488
H42 -6.180 -1.456 1.304  0.0851
H43 -5.612 -1.273 -0.304  0.0598
H44 -5.151 1.052 1.460  0.1136
H45 -4.388 0.682 -0.123  0.0965
H46 -3.354 -0.924 0.953  0.0324
C16 3.600 -1.191 3.140  -0.0723
C17 4.167 0.089 3.674  -0.3031
O9 4.455 1.164 2.779  -0.0660
H47 4.219 -1.754 2.489  0.0505
H48 2.689 -0.942 2.628  0.0431
H49 3.281 -1.767 4.041  0.0971
H50 5.090 -0.130 4.152  0.1021
H51 3.466 0.445 4.416  0.0865
H52 3.653 1.485 2.386  0.0096
C18 -1.698 -1.874 -3.411  -0.1595
O10 -2.685 -0.904 -3.206  -0.1383
H53 -0.813 -1.416 -3.063  0.0347
H54 -1.530 -1.981 -4.494  0.0942
H55 -1.922 -2.776 -2.792  0.1059
H56 -2.344 -0.204 -2.634  0.0123
C19 1.321 2.135 -3.390  -0.1673
O11 0.777 0.858 -3.258  -0.1540
H57 1.941 2.329 -2.504  0.0559
H58 0.564 2.958 -3.417  0.1021
H59 2.019 2.188 -4.227  0.0853
H60 1.582 0.278 -3.280  0.0882

Forces on atoms 1 to 6 (eV/Å):
N 1.985 -0.264 1.930
C -3.567 1.963 4.647
N -0.138 -0.238 -3.162
O 4.085 -1.954 -4.729
H -0.665 0.017 0.035
H 0.121 -0.024 -0.118


Summary of energy in hartree
-1558.96916 -1696.85301
(order as listed above)
Summary of HOMO-LUMO gap in eV
5.09 8.95
(order as listed above)
Summary of LUMO energy in eV
2.30 -0.07
(order as listed above)